# 1
ORCA calculation (ωB97M-V with the def2-TZVPD basis set) on the molecule C9H12N2O3S in a non-equilibrium geometry.

```
! wB97M-V def2-TZVPD RIJCOSX def2/J DEFGRID3
* xyz 0 1
S 0.4087 -1.6651 -1.4679
O 2.5974 -1.1536 -0.2630
O -0.1895 -1.0765 -2.6389
O -0.4468 -2.4850 -0.6475
N 1.5425 -0.4788 1.7566
N 1.3786 -2.9298 -2.0730
C -2.3109 1.2936 2.3171
C -2.5164 1.4366 -0.0393
C -0.4942 0.5771 0.9788
C 0.8449 0.0054 0.7348
C 1.4867 -0.3542 -0.6010
C -3.0655 1.7375 1.2411
C -1.2588 0.8833 -0.1771
C -1.0352 0.7456 2.2352
C 1.6494 0.7860 -1.6039
H -2.6748 1.4482 3.3670
H 2.2508 1.5989 -1.1943
H 2.2093 0.4071 -2.3735
H 1.8350 -3.2880 -1.3158
H 2.5105 -1.1528 0.8794
H 1.0312 -0.2300 2.5892
H -3.9627 2.3579 1.5276
H -3.2072 1.7375 -0.8750
H -0.5195 0.4172 3.1086
H -0.8657 0.7545 -1.1602
H 0.6694 1.0729 -1.7558
H 2.1326 -2.4456 -2.5493
*
```

Computed properties:
Kohn-Sham gap = 9.168 eV
SMILES = [H]/N=C(\c1ccccc1)[C@@](C)(O)S(N)(=O)=O

Results of the natural (NBO) charge analysis, in e, for atoms 1 through 8: 2.17, -0.78, -0.95, -0.94, -0.65, -0.95, -0.20, -0.18

---

# 2
ORCA calculation (ωB97M-V with the def2-TZVPD basis set) on a structure of composition C9H12N2O4Ti in a non-equilibrium geometry.

```
! wB97M-V def2-TZVPD RIJCOSX def2/J DEFGRID3
* xyz 2 3
Ti 0.1677 -0.4759 -2.5400
O 0.0261 4.1031 -5.3122
O 2.6625 -1.3483 -4.1471
O -2.4745 -1.2886 -4.0393
O 0.1255 0.1894 -0.8006
N -1.0801 0.4012 1.0743
N 1.1829 -0.3297 1.0500
C 1.0464 -0.9757 2.2706
C 0.0926 3.1156 -4.7743
C -1.4348 -0.7740 -3.5163
C 1.7541 -0.8707 -3.5995
C -0.1181 -0.1408 3.0999
C 2.3086 -0.5895 0.2382
C -2.2339 0.9482 0.3988
C -1.3872 -0.1109 2.3431
C 0.0217 0.1376 0.4455
H 0.7473 -2.0224 2.1809
H 2.1316 -1.3660 -0.5441
H -2.0142 0.5466 2.8160
H 3.1070 -0.9736 0.9284
H 2.0048 -0.8873 2.8256
H -2.6097 1.8706 0.8338
H 2.7127 0.3272 -0.2516
H 0.3145 0.7971 3.2982
H -0.2196 -0.7020 4.0521
H -1.9519 1.2757 -0.8321
H -1.8189 -1.0709 2.2285
H -3.0632 0.2139 0.2731
*
```

Computed properties:
Kohn-Sham gap (alpha / beta) = 6.058 / 6.317 eV

Results of the natural (NBO) charge analysis, in e, for atoms 1 through 8: 1.45, -0.42, -0.23, -0.26, -0.79, -0.36, -0.39, -0.22

---

# 3
ORCA calculation (ωB97M-V with the def2-TZVPD basis set) on the molecule C9H12N2OS in a non-equilibrium geometry.

```
! wB97M-V def2-TZVPD RIJCOSX def2/J DEFGRID3
* xyz 0 1
S -1.8508 0.2253 3.0886
O 2.8968 1.5932 -3.4039
N -0.1535 1.1211 1.2810
N -1.3427 -0.7900 0.6767
C -1.5103 -2.9171 1.8546
C -2.1938 -1.9238 0.9307
C 1.9750 1.0081 0.0687
C 0.5857 1.1953 0.0628
C -1.0834 0.1557 1.5864
C 2.7245 1.2090 -1.1108
C -0.0554 1.5425 -1.1704
C 0.7029 1.6202 -2.3555
C 2.1196 1.4567 -2.3341
H 2.4455 0.6930 0.9943
H -0.0441 1.8352 2.0475
H -2.5351 -2.4344 -0.0096
H -1.1526 1.6933 -1.1519
H 3.7906 1.1897 -1.0839
H -3.1046 -1.5347 1.3828
H -2.1540 -3.8116 2.1093
H 2.4062 1.6914 -4.1784
H 0.1494 1.7457 -3.3043
H -0.7963 -0.7812 -0.1714
H -1.2567 -2.4562 2.7738
H -0.5629 -3.3263 1.4172
*
```

Computed properties:
Kohn-Sham gap = 8.514 eV
SMILES = CCNC(=S)Nc1ccc(O)cc1

Results of the natural (NBO) charge analysis, in e, for atoms 1 through 8: -0.32, -0.65, -0.64, -0.60, -0.62, -0.23, -0.18, 0.08

---

# 4
ORCA calculation (ωB97M-V with the def2-TZVPD basis set) on a cluster of 2 separate species, C9H12N2Si in total in a non-equilibrium geometry.

```
! wB97M-V def2-TZVPD RIJCOSX def2/J DEFGRID3
* xyz 0 1
Si -1.0704 -2.6938 -1.5721
N -0.2883 -1.1904 -1.2629
N -0.6254 -2.5273 5.0002
C 0.1025 -2.2320 2.6456
C -0.2854 -2.2582 3.8668
C -0.5576 2.3165 -1.4381
C 0.1949 3.5025 -1.3837
C 2.0807 2.2013 -0.5964
C 1.5210 3.4909 -1.0309
C 1.3028 1.0311 -0.6176
C -0.8789 -0.0952 -1.1134
C -0.0840 1.1058 -0.9430
H -1.7559 -2.6871 -3.0208
H 2.0621 4.3454 -1.0369
H 1.7455 -0.0335 -0.4768
H -1.8879 -0.0148 -1.1851
H -2.1727 -2.7517 -0.5653
H 3.1490 2.2513 -0.4250
H -0.3060 -2.8093 1.8865
H -0.3465 4.4072 -1.8980
H -1.6450 2.2812 -1.6296
H 1.0340 -1.7564 2.4858
H -1.0643 -2.0323 5.6410
H -0.2239 -3.8513 -1.3302
*
```

Computed properties:
Kohn-Sham gap = 8.902 eV
SMILES = [SiH3]/N=C/c1ccccc1.C=C=N

Results of the natural (NBO) charge analysis, in e, for atoms 1 through 8: 1.06, -0.85, -0.64, -0.68, 0.47, -0.18, -0.22, -0.21

---

# 5
ORCA calculation (ωB97M-V with the def2-TZVPD basis set) on a structure of composition C9H12N3 in a non-equilibrium geometry.

```
! wB97M-V def2-TZVPD RIJCOSX def2/J DEFGRID3
* xyz 1 1
N 5.9442 0.1354 0.6324
N 3.5508 -2.1761 -0.4766
N 3.6154 -0.3553 -0.0241
C -1.6715 -1.3426 0.5839
C 2.4292 0.2307 -0.2215
C 2.3544 1.6221 0.0107
C 0.0264 0.1071 -0.7636
C -0.4883 -0.3882 0.6498
C 4.8325 -0.1333 0.3793
C 1.3628 -0.4972 -0.7358
C -0.0125 1.6658 -0.6363
C 1.1339 2.2671 0.0217
H 1.4970 -1.6004 -0.7003
H -1.9667 -1.7390 1.5939
H -2.4981 -0.8902 0.0619
H -0.4348 0.4892 1.3019
H 0.0176 2.0826 -1.5617
H 3.1725 1.9819 0.5716
H 1.1352 3.2059 0.4538
H -0.9755 1.9862 -0.3259
H -1.4428 -2.1427 0.0017
H 4.5369 -2.3302 -0.6239
H 0.3964 -0.9637 1.0892
H -0.7562 -0.3943 -1.4504
*
```

Computed properties:
Kohn-Sham gap (alpha / beta) = 7.021 / 7.208 eV

Results of the natural (NBO) charge analysis, in e, for atoms 1 through 8: -0.19, -0.09, -0.31, -0.61, 0.20, -0.28, -0.29, -0.34

---

# 6
ORCA calculation (ωB97M-V with the def2-TZVPD basis set) on the ion C9H12N3O with charge +1 in a non-equilibrium geometry.

```
! wB97M-V def2-TZVPD RIJCOSX def2/J DEFGRID3
* xyz 1 1
O 1.8009 -1.2109 0.2456
N 1.6781 1.1642 -0.4132
N -0.3561 2.1798 0.0315
N 1.4727 -0.7180 -1.9206
C -1.0979 -1.3814 -0.5285
C -2.4488 -1.3244 -0.2150
C -3.1160 -0.1397 0.0256
C -2.4061 1.0579 -0.0916
C 1.1672 -0.3421 -0.5874
C -0.3397 -0.2297 -0.3297
C 0.9505 2.2312 -0.1712
C 1.4158 -1.2097 1.6595
C -1.0111 0.9723 -0.0713
H -0.9027 3.0258 -0.0832
H -0.6779 -2.2562 -0.7971
H 2.1580 -1.9680 2.0204
H 0.3351 -1.4026 1.6041
H 2.2812 -1.3414 -2.0114
H 1.4123 -0.1437 1.8983
H 2.6727 1.1060 -0.3682
H -2.8329 1.9757 -0.0364
H 1.4807 -0.0208 -2.6287
H -3.0636 -2.3074 -0.2672
H 1.5443 3.1162 -0.1196
H -4.2090 -0.3460 0.1203
*
```

Computed properties:
Kohn-Sham gap = 9.295 eV
SMILES = CO[C@]1(N)[NH+]=CNc2ccccc21

Results of the natural (NBO) charge analysis, in e, for atoms 1 through 8: -0.52, -0.57, -0.50, -0.84, -0.15, -0.19, -0.18, -0.21

---

# 7
ORCA calculation (ωB97M-V with the def2-TZVPD basis set) on a cluster of 2 separate species, C9H12N3O3 in total in a non-equilibrium geometry.

```
! wB97M-V def2-TZVPD RIJCOSX def2/J DEFGRID3
* xyz 1 1
O -2.2250 -1.4878 1.5947
O -0.5374 -1.8754 -1.6592
O 2.9843 3.0563 0.1695
N 1.5718 1.3467 0.0791
N -0.4548 -0.4370 0.8263
N -2.0731 -3.3504 -2.2790
C -1.4739 -2.0185 -0.6452
C 2.6668 2.9767 -1.2541
C -1.0419 -2.7036 -2.6123
C -1.8424 -0.6994 2.6865
C -1.3899 -1.3301 0.5878
C -2.4167 -2.9765 -1.0402
C 1.7445 1.6750 -1.3162
C 2.2653 2.0704 0.7719
C -0.6967 0.1815 2.1453
H 0.8338 1.9874 -1.5984
H 0.2512 -0.1064 0.0342
H -2.7448 -0.0750 2.9744
H 0.1604 0.1725 2.7510
H 2.1514 0.9286 -1.9974
H -0.8947 1.2545 1.9333
H 3.6058 2.7358 -1.7543
H -0.4156 -2.7627 -3.4551
H 2.1236 3.8161 -1.5229
H -1.2035 -1.2689 3.3749
H 2.4573 2.0728 1.8517
H -3.4059 -3.1827 -0.6466
*
```

Computed properties:
Kohn-Sham gap = 8.865 eV

Results of the natural (NBO) charge analysis, in e, for atoms 1 through 8: -0.41, -0.38, -0.48, -0.56, -0.52, -0.43, 0.08, -0.09

---

# 8
ORCA calculation (ωB97M-V with the def2-TZVPD basis set) on the ion C9H12N3OS with charge +1 in a non-equilibrium geometry.

```
! wB97M-V def2-TZVPD RIJCOSX def2/J DEFGRID3
* xyz 1 1
S -1.4026 2.4783 1.0689
O -4.5526 -0.2460 -0.7491
N -2.4964 -0.6942 0.1069
N -0.3629 0.3317 -0.0597
N -1.0763 1.5236 -0.3182
C 3.7333 0.2785 -0.1952
C 1.6467 0.6411 -1.3028
C 3.1295 -0.1328 0.9505
C -1.1553 -0.7953 0.0893
C 1.7788 -0.1535 1.0184
C -3.6761 -0.2114 0.1861
C 3.0234 0.6171 -1.3251
C -0.6194 -2.1380 0.3904
C 0.9706 0.2389 -0.1463
H -0.6077 2.0175 -1.0831
H 4.7650 0.2418 -0.1967
H -1.4425 -2.8814 0.4684
H -3.9778 -0.5019 -1.5416
H -3.9089 0.2211 1.2155
H -0.1865 -1.9892 1.3679
H 3.3819 0.8224 -2.2887
H 0.9072 0.9744 -2.0825
H 3.6694 -0.3952 1.8210
H 1.0647 -0.1682 1.8147
H 0.0858 -2.4508 -0.3564
H -2.6913 2.3715 1.1474
*
```

Computed properties:
Kohn-Sham gap = 9.047 eV
SMILES = CC(/N=C/O)=[N+](/NS)c1ccccc1

Results of the natural (NBO) charge analysis, in e, for atoms 1 through 8: 0.23, -0.57, -0.52, -0.26, -0.60, -0.15, -0.19, -0.20

---

How do the records compare in energy above the lowest of the compared OMol25 structures with the same formula, charge and spin? In the order shown, they have 85.89, 51.36, 0.00, 90.62, 195.46, 33.85, 9.14, 49.87 kcal/mol.